No. 1
Computed, not measured: 6 unconnected molecules or ions with the total composition C22H55BNO17S6, with ωB97M-V/def2-TZVPD.

Results
E_LUMO   1.7 eV
Calculated total energy   -125685.825 eV
Total charge   -1

```
102
Properties=species:S:1:pos:R:3:forces:R:3
C -0.454 0.416 1.896 -0.24 -0.15 0.09
C -1.046 1.343 1.410 -0.60 0.60 -0.07
C -1.967 2.494 1.121 1.05 -0.95 0.67
C -2.190 3.273 2.475 -0.32 0.48 -1.49
C -1.873 4.793 2.349 0.38 -0.97 0.17
B -0.944 5.443 3.537 -0.13 1.89 -0.61
S -1.242 4.662 5.264 0.06 -0.93 0.35
C -1.373 7.102 3.618 0.55 -0.40 1.38
N -1.469 7.595 5.040 -0.44 -0.10 -0.55
C 0.618 5.418 3.038 -0.64 -0.10 -0.17
O 1.591 5.765 4.057 -0.05 -0.04 -0.38
O 2.235 4.549 4.423 0.65 -0.29 0.19
H -0.124 -0.419 2.471 0.29 0.07 -0.24
H -2.891 2.018 0.787 -0.06 0.30 -0.29
H -1.539 3.140 0.345 -0.27 -0.10 0.12
H -3.264 3.190 2.662 0.16 -0.26 0.55
H -1.600 2.754 3.224 -0.18 0.27 0.28
H -1.306 4.914 1.411 -0.05 0.20 0.12
H -2.813 5.333 2.187 0.06 0.02 0.14
H -0.180 5.093 5.980 -0.23 0.15 -0.32
H -0.577 7.716 3.163 -0.41 -0.09 -0.63
H -2.346 7.285 3.149 0.14 0.08 -0.10
H -1.993 8.462 5.080 0.40 0.19 0.05
H -0.521 7.732 5.366 -0.12 0.22 0.23
H 0.715 6.193 2.259 0.14 -0.01 0.15
H 0.902 4.485 2.534 0.25 -0.05 0.37
H 1.979 4.432 5.347 -0.35 0.05 -0.08
O -0.470 5.338 -1.353 0.30 0.16 0.13
S 0.086 4.734 -2.519 -0.44 -0.36 -0.29
O 1.382 4.125 -2.502 0.10 0.10 0.18
O 0.026 5.786 -3.727 -0.08 -0.17 -0.12
C 0.657 7.064 -3.529 0.39 0.51 0.14
C 2.170 6.977 -3.579 0.10 -0.22 0.11
C -1.060 3.567 -3.169 -0.08 0.10 -0.19
H 0.317 7.507 -2.591 -0.06 -0.17 0.04
H 0.302 7.702 -4.337 -0.19 -0.20 -0.06
H 2.561 6.394 -2.746 -0.02 0.03 0.01
H 2.610 7.973 -3.527 -0.09 0.03 -0.05
H 2.497 6.489 -4.499 -0.02 0.07 -0.03
H -2.044 4.028 -3.222 0.02 0.02 0.02
H -1.081 2.715 -2.493 0.07 0.06 0.06
H -0.722 3.254 -4.153 0.00 -0.08 0.04
O -1.228 1.411 -5.896 -0.30 -0.11 0.07
S -1.501 2.091 -7.125 0.53 0.32 -0.43
O -2.813 2.564 -7.438 -0.16 -0.14 0.24
O -0.964 1.203 -8.336 0.08 0.16 0.05
C -1.449 -0.149 -8.449 -0.37 -0.59 -0.05
C -2.881 -0.210 -8.945 -0.15 0.21 0.10
C -0.370 3.430 -7.307 0.11 -0.02 -0.05
H -1.337 -0.666 -7.494 0.03 0.17 0.07
H -0.794 -0.643 -9.164 0.18 0.24 0.02
H -3.570 0.223 -8.222 0.02 -0.03 0.01
H -3.180 -1.245 -9.115 0.11 -0.02 -0.02
H -2.990 0.350 -9.874 0.04 -0.06 -0.03
H 0.636 3.074 -7.103 -0.02 -0.02 0.00
H -0.654 4.195 -6.585 -0.05 -0.05 0.03
H -0.451 3.823 -8.317 -0.03 -0.02 0.01
O 2.431 -1.183 0.706 0.19 -0.61 0.03
S 3.066 -0.788 -0.516 -0.02 0.68 -0.18
O 3.216 -1.705 -1.608 -0.03 -0.33 0.23
O 4.491 -0.153 -0.173 -0.10 0.03 -0.07
C 5.420 -0.943 0.584 0.38 -0.43 0.23
C 6.037 -2.058 -0.240 -0.16 -0.13 -0.15
C 2.292 0.660 -1.098 -0.06 0.46 -0.03
H 4.933 -1.335 1.480 -0.14 0.06 -0.07
H 6.199 -0.258 0.912 -0.17 0.21 -0.08
H 5.291 -2.795 -0.534 0.00 0.01 0.02
H 6.810 -2.572 0.335 0.02 0.10 0.05
H 6.478 -1.661 -1.155 0.05 0.02 0.05
H 2.206 1.360 -0.270 -0.06 0.00 -0.02
H 1.303 0.376 -1.451 0.00 -0.08 0.08
H 2.872 1.086 -1.913 0.03 -0.05 0.01
O -0.528 -2.718 3.896 -0.32 0.07 0.03
S -0.640 -3.727 2.890 0.61 -0.29 -0.21
O -1.564 -3.607 1.808 -0.21 0.15 0.12
O -0.849 -5.146 3.604 0.14 0.13 -0.06
C -1.962 -5.290 4.510 -0.65 -0.05 0.31
C -3.288 -5.380 3.782 -0.03 0.16 -0.28
C 0.959 -4.039 2.216 0.06 -0.08 0.03
H -1.961 -4.474 5.235 0.14 0.09 -0.12
H -1.787 -6.216 5.058 0.26 -0.01 -0.13
H -3.523 -4.447 3.270 0.01 0.01 0.05
H -4.094 -5.590 4.486 0.08 -0.05 0.07
H -3.257 -6.167 3.029 0.02 -0.07 0.09
H 1.668 -4.167 3.031 -0.02 0.02 0.01
H 1.231 -3.174 1.611 -0.05 0.05 0.05
H 0.910 -4.929 1.594 -0.04 0.03 -0.03
O -0.006 -9.588 4.595 -0.25 -0.10 0.06
S -0.228 -8.961 3.327 0.47 0.24 -0.39
O -1.527 -8.490 2.960 -0.15 -0.09 0.24
O 0.318 -9.925 2.176 0.10 0.14 0.04
C -0.192 -11.269 2.122 -0.38 -0.54 -0.04
C -1.614 -11.328 1.596 -0.15 0.20 0.09
C 0.932 -7.659 3.103 0.23 -0.10 0.01
H -0.113 -11.738 3.105 0.03 0.17 0.06
H 0.468 -11.814 1.449 0.18 0.23 0.01
H -2.310 -10.843 2.279 0.02 -0.02 0.01
H -1.930 -12.365 1.473 0.11 -0.02 -0.02
H -1.690 -10.815 0.637 0.04 -0.06 -0.02
H 1.927 -8.023 3.349 -0.03 -0.07 -0.03
H 0.649 -6.852 3.774 -0.10 -0.03 -0.01
H 0.884 -7.318 2.073 -0.06 -0.03 0.00
```
Positions in Å, forces in eV/Å.



No. 2
Computed, not measured: a molecular structure, C22H55FN2NbO4, with ωB97M-V/def2-TZVPD.

Results
Energy above the lowest of the compared OMol25 structures with the same formula, charge and spin   0.279 eV
E_LUMO   2.6 eV
Calculated total energy   -39138.881 eV
Total charge   -1

```
85
Properties=species:S:1:pos:R:3:forces:R:3
C 1.785 -2.984 0.914 0.37 -0.13 -0.16
O 2.979 -3.501 0.348 -0.12 0.00 0.25
C 3.359 -2.910 -0.869 -0.01 -0.12 -0.48
C 2.483 -3.271 -2.062 0.17 -0.07 -0.13
C 2.912 -2.596 -3.379 -0.36 0.14 0.28
C 2.026 -1.489 -4.002 0.69 -0.29 -0.33
C 2.647 -0.097 -4.017 -0.15 -0.24 0.51
C 2.754 0.582 -2.659 -0.55 0.22 -0.29
C 1.391 0.611 -1.963 0.59 0.32 0.10
C 1.157 1.827 -1.058 -0.28 -0.17 -0.48
C -0.200 2.505 -1.305 -0.24 -0.46 0.44
Nb -1.994 1.352 -0.456 2.24 1.14 1.36
F -1.013 1.407 1.328 -0.81 -0.07 -1.56
C -3.009 1.263 -2.467 0.01 -0.68 0.83
C -4.115 0.217 -2.678 0.09 0.23 -0.04
C -3.825 -1.178 -2.147 -0.31 0.26 -0.52
C -4.569 -2.258 -2.882 0.36 -0.48 0.19
O -3.991 -2.537 -4.161 0.01 -0.27 -0.33
H 1.733 -3.336 1.931 0.00 -0.25 0.37
H 0.904 -3.316 0.386 -0.36 -0.10 -0.24
H 1.787 -1.905 0.947 0.03 0.55 -0.12
H 4.340 -3.319 -1.085 0.36 -0.01 0.03
H 3.484 -1.833 -0.795 -0.20 0.42 0.27
H 2.613 -4.338 -2.193 -0.13 -0.40 0.02
H 1.430 -3.125 -1.868 -0.36 0.31 0.13
H 3.922 -2.216 -3.266 0.34 0.16 0.04
H 2.983 -3.386 -4.111 0.11 -0.27 -0.31
H 1.023 -1.481 -3.607 -0.33 0.00 0.40
H 1.926 -1.763 -5.047 -0.24 -0.07 -0.31
H 3.619 -0.178 -4.492 0.32 0.11 -0.19
H 2.025 0.551 -4.623 -0.14 0.12 -0.37
H 3.546 0.152 -2.060 0.20 -0.21 0.37
H 3.017 1.618 -2.834 0.39 0.32 -0.08
H 0.639 0.604 -2.740 -0.39 0.06 -0.26
H 1.248 -0.297 -1.413 -0.24 -0.64 0.37
H 1.953 2.539 -1.261 0.32 0.29 0.06
H 1.237 1.549 -0.014 0.06 -0.06 0.32
H -0.161 3.441 -0.750 -0.29 0.31 0.15
H -0.317 2.762 -2.355 0.02 0.04 -0.33
H -1.167 -0.256 -0.834 -0.43 -0.47 -0.13
H -3.381 0.473 0.385 -0.30 -0.11 0.03
H -2.885 2.924 -0.043 -0.56 -0.06 -0.09
H -2.229 1.043 -3.190 0.42 0.09 -0.19
H -3.416 2.240 -2.703 0.06 0.38 -0.06
H -5.027 0.579 -2.219 -0.36 0.09 0.22
H -4.333 0.139 -3.740 -0.03 -0.03 -0.40
H -4.124 -1.221 -1.112 0.20 -0.04 0.54
H -2.768 -1.390 -2.229 0.36 -0.10 0.18
H -4.521 -3.162 -2.281 -0.11 -0.31 0.17
H -5.618 -2.019 -3.008 -0.35 0.20 -0.16
H -3.654 -3.441 -4.147 -0.09 0.41 -0.01
C -1.778 -4.628 3.961 0.10 -0.13 0.04
C -1.598 -3.260 4.611 -0.24 -0.01 -0.18
C -2.443 -3.062 5.879 0.19 0.11 0.09
O -3.816 -2.815 5.651 -0.04 -0.12 0.07
C -4.608 -3.962 5.422 -0.07 0.16 -0.06
N -1.836 -2.227 3.604 -0.05 0.04 0.33
H -2.713 -4.695 3.406 -0.04 0.05 0.02
H -0.972 -4.811 3.251 -0.01 0.05 -0.03
H -1.760 -5.428 4.705 -0.02 0.00 0.00
H -0.551 -3.182 4.922 0.00 0.03 0.08
H -2.073 -2.173 6.396 -0.04 0.04 -0.03
H -2.322 -3.909 6.570 -0.01 -0.06 -0.06
H -4.259 -4.816 6.012 0.03 -0.03 -0.02
H -4.627 -4.232 4.364 0.03 -0.11 0.02
H -5.627 -3.723 5.725 0.01 0.03 0.02
H -1.610 -1.313 3.987 0.15 0.01 -0.16
H -2.837 -2.177 3.433 0.03 -0.04 -0.18
C 3.997 6.192 1.757 0.09 0.12 0.03
C 3.393 6.056 0.362 0.00 -0.15 0.15
C 1.859 6.120 0.338 -0.03 0.08 -0.21
O 1.217 4.945 0.767 -0.03 0.11 0.16
C 1.078 4.798 2.168 -0.04 -0.25 -0.11
N 3.902 4.830 -0.259 -0.08 0.07 -0.06
H 3.896 5.275 2.335 -0.07 -0.04 -0.02
H 5.063 6.409 1.684 0.01 -0.04 -0.03
H 3.524 7.003 2.315 -0.02 -0.02 0.01
H 3.752 6.903 -0.231 -0.05 0.01 -0.04
H 1.547 6.254 -0.702 -0.01 -0.04 -0.01
H 1.487 6.990 0.899 0.08 -0.01 0.07
H 0.919 5.762 2.662 0.05 0.03 -0.01
H 1.954 4.302 2.593 0.00 0.09 0.14
H 0.213 4.160 2.348 -0.01 -0.01 -0.09
H 3.589 4.791 -1.225 0.06 0.01 -0.01
H 3.433 4.043 0.182 0.04 -0.02 0.02
```
Positions in Å, forces in eV/Å.